The following is a DFT calculation (ωB97M-V with the def2-TZVPD basis set) of a structure of composition C26H32AsMnN2O4 in a non-equilibrium geometry.

Last column: Löwdin spin population.
Positions of all 66 atoms, in Å:
Mn -0.47800 -0.56670 -0.61222  3.269
O -2.83730 -1.31827 -3.54291  0.003
C -2.12814 -0.76359 -2.80133  0.013
O -1.31067 -1.43529 -1.88634  0.015
C -1.91337 0.70914 -2.67237  0.011
C -2.56570 1.64475 -3.41594  -0.002
C -2.25787 2.98821 -3.19788  0.013
C -1.30592 3.32427 -2.24487  -0.003
C -0.69830 2.32592 -1.51669  0.005
N -1.00196 1.03415 -1.72934  -0.027
H -3.29176 1.32140 -4.15265  0.000
H -2.75516 3.76206 -3.77240  0.001
H -1.02932 4.35586 -2.06583  -0.001
H 0.04641 2.55046 -0.76740  0.000
C 3.08262 1.37095 -1.70448  -0.001
C 3.23503 -0.07765 -1.22731  -0.043
As 1.69100 -1.16358 -1.64477  -0.224
C 2.02180 -3.00605 -1.13381  -0.027
C 3.48575 -3.38965 -1.35144  -0.017
C 1.42512 -1.10512 -3.56682  -0.031
C 2.73432 -1.28197 -4.33423  -0.018
H 3.97559 1.94078 -1.44896  0.000
H 2.23046 1.86163 -1.23223  0.000
H 2.95101 1.43440 -2.78517  0.000
H 3.40620 -0.13118 -0.15724  0.000
H 4.04571 -0.59889 -1.72626  -0.010
H 1.33962 -3.59182 -1.74417  0.000
H 1.72950 -3.12312 -0.09522  -0.001
H 3.83442 -3.19103 -2.36136  0.000
H 3.56522 -4.46346 -1.18606  -0.004
H 4.14934 -2.89421 -0.64631  0.000
H 0.94373 -0.16215 -3.80638  -0.001
H 0.71830 -1.90030 -3.78123  0.000
H 3.49991 -0.56127 -4.05045  -0.001
H 2.51675 -1.12558 -5.39130  -0.004
H 3.14036 -2.28500 -4.22828  0.000
C -0.72435 4.74730 3.19813  0.000
O -0.63107 3.29673 3.12857  0.000
C -1.65947 2.61475 2.59962  0.001
C -2.77124 3.17995 1.99515  0.000
C -3.79163 2.36127 1.53162  0.001
C -3.72227 0.98137 1.68428  0.001
C -2.61348 0.41745 2.29241  0.002
C -1.57047 1.23172 2.72626  0.001
N -0.42606 0.81652 3.50333  0.003
C 0.12267 -0.30284 3.83152  0.001
C -0.01799 -1.66023 3.32766  0.006
C 0.05885 -2.66055 4.31013  -0.001
C -0.17454 -3.98558 4.01249  0.011
C -0.40322 -4.34553 2.69346  -0.003
C -0.37941 -3.37982 1.69432  0.010
C -0.19910 -2.05491 2.00906  0.004
O -0.15697 -1.11348 0.97337  0.048
H 0.22135 5.08608 3.59000  0.000
H -1.52895 5.04093 3.86651  0.000
H -0.88237 5.17053 2.20668  0.000
H -2.85931 4.25809 1.92053  0.000
H -4.67442 2.81028 1.08463  0.000
H -4.55650 0.35391 1.39729  0.000
H -2.61770 -0.63892 2.52517  0.000
H -0.03186 1.62491 3.97843  0.000
H 0.79279 -0.20064 4.67846  0.000
H 0.25711 -2.36811 5.33633  0.000
H -0.17655 -4.73090 4.79895  0.000
H -0.57599 -5.38508 2.43505  0.000
H -0.50256 -3.65329 0.65223  0.001

Cartesian forces, eV/Å:
Mn -0.517 1.443 -0.899
O -0.483 -0.485 -0.524
C 0.738 0.410 0.678
O -0.317 -0.467 0.014
C 0.310 -0.265 0.400
C -0.263 0.370 -0.369
C -0.064 0.015 -0.072
C -0.098 0.255 -0.143
C -0.001 -0.305 0.017
N 0.208 -0.163 0.398
H 0.014 0.055 0.017
H 0.042 -0.056 0.030
H -0.045 -0.053 -0.019
H 0.012 -0.021 0.118
C 0.027 -0.177 -0.063
C -0.438 0.689 0.229
As 0.730 -0.492 -0.634
C -0.068 0.104 0.058
C -0.003 -0.059 0.035
C -0.063 0.058 0.069
C 0.030 0.007 -0.049
H -0.011 -0.045 0.003
H 0.045 0.010 0.057
H 0.015 -0.013 0.008
H 0.063 -0.080 0.165
H 0.185 -0.130 -0.123
H -0.084 -0.105 -0.101
H 0.008 -0.023 0.156
H 0.000 -0.012 -0.044
H 0.060 -0.028 0.012
H 0.006 0.020 0.035
H -0.032 0.198 -0.027
H -0.133 -0.134 -0.042
H -0.017 0.032 -0.014
H 0.038 -0.028 -0.005
H -0.015 -0.017 -0.015
C -0.095 -0.288 -0.079
O 0.201 0.714 -0.042
C 0.059 0.400 0.008
C -0.239 0.219 -0.172
C -0.068 0.145 -0.064
C 0.025 -0.054 0.012
C 0.172 -0.306 0.217
C 0.412 -0.625 0.032
N -0.699 0.036 -0.291
C 0.177 -0.437 -0.055
C -0.081 0.538 0.588
C -0.063 0.168 0.260
C -0.004 -0.138 0.064
C 0.004 -0.106 -0.078
C -0.067 -0.329 -0.412
C 0.044 0.721 -1.027
O -0.092 -1.045 1.538
H 0.190 0.002 0.096
H -0.089 -0.034 0.040
H 0.041 -0.062 -0.002
H -0.035 -0.160 0.001
H 0.135 -0.047 0.076
H 0.062 0.021 -0.011
H 0.121 -0.098 -0.095
H -0.101 0.200 0.150
H 0.166 -0.031 -0.028
H -0.030 -0.020 -0.053
H 0.052 0.063 -0.080
H 0.013 0.119 -0.011
H -0.086 -0.075 0.063

The LUMO energy (alpha / beta) is -11.90 / -10.37 eV. Its multiplicity is 4. The net charge is +3. The value obtained for the HOMO energy (alpha / beta) is -0.617 / -0.617 hartree. The value obtained for the relative energy (zero: lowest compared OMol25 entry of this formula, charge and spin) is 36.7 kcal/mol.



The following is a DFT calculation (ωB97M-V with the def2-TZVPD basis set) of the molecule C5H13NO in a non-equilibrium geometry.

Last column: Mulliken charge in e.
Positions of all 20 atoms, in Å:
C -2.54235 0.49371 0.17842  -0.339
C -2.23765 1.39228 1.41459  -1.063
C -1.55331 -0.69171 0.02754  -0.636
N -0.16413 -0.46124 0.39332  -0.199
C 0.86236 -0.20569 -0.62038  -0.383
C 2.22164 -0.46509 -0.25067  -0.407
O 3.39954 -0.22831 -1.14388  -0.499
H -3.39879 -0.15493 0.21762  0.339
H -2.46434 1.22080 -0.69543  0.200
H -2.23283 1.05162 2.42562  0.351
H -2.84297 2.33912 1.38433  0.347
H -1.25883 2.00195 1.23417  0.205
H -1.55017 -1.14616 -1.02896  0.241
H -1.96881 -1.43819 0.80587  0.356
H 0.14217 -1.20175 1.01818  0.197
H 0.57982 0.81906 -1.01956  0.255
H 0.52301 -0.81144 -1.48727  0.233
H 2.25848 -1.53094 0.15386  0.241
H 2.44242 0.24330 0.58096  0.277
H 3.21925 0.52170 -1.68852  0.286

Cartesian forces, eV/Å:
C 2.131 0.782 -0.268
C 0.926 3.108 -1.851
C 0.549 -0.989 0.107
N 1.187 -0.330 1.707
C -5.041 1.095 -3.621
C 3.651 0.151 2.440
O -1.916 -1.682 0.979
H -1.421 1.016 -0.074
H -0.606 -1.258 0.799
H -0.037 -0.803 0.442
H -0.467 -1.191 0.120
H -0.998 -1.839 0.309
H -0.610 0.466 1.294
H 0.867 0.708 -1.429
H -0.014 0.210 -0.168
H 1.156 -0.546 0.553
H 0.660 -0.221 -0.156
H 0.479 1.302 -0.700
H -0.157 -0.811 0.046
H -0.339 0.832 -0.528

The LUMO energy is 0.95 eV. As for the SMILES: CCCNCCO. The value obtained for the HOMO energy is -0.318 hartree. The value obtained for the relative energy (zero: lowest compared OMol25 entry of this formula, charge and spin) is 64.4 kcal/mol.



The following is a DFT calculation (ωB97M-V with the def2-TZVPD basis set) of a cluster of 2 separate species, C3H7N3S in total in a non-equilibrium geometry.

Last column: Mulliken charge in e.
Positions of all 14 atoms, in Å:
C -2.25998 -0.28921 -0.37758  0.452
C 1.75892 -0.00313 1.63409  -0.758
C 1.33962 1.24598 -0.99465  -0.684
N -2.37326 0.61970 0.38538  -0.423
N 0.93212 -1.48495 -0.69430  -0.570
N -2.04689 -1.35109 -0.91598  -0.550
S 1.12637 -0.11905 0.05345  0.704
H 1.50954 -0.81003 2.30856  0.314
H 1.59902 1.05640 1.87606  0.252
H 0.42806 1.55175 -1.54252  0.281
H 1.65437 2.00055 -0.25349  0.211
H -3.17144 1.22517 0.47927  0.249
H 0.93248 -2.36557 -0.23110  0.224
H -1.42893 -1.27651 -1.72718  0.296

Cartesian forces, eV/Å:
C -0.162 -1.044 -0.093
C -1.554 1.031 -2.664
C -0.583 -0.890 1.945
N -0.213 1.901 1.545
N 0.137 3.128 -0.282
N 0.400 -0.555 -1.288
S 1.331 -1.629 -0.279
H 0.278 -0.043 -0.089
H 0.227 -0.617 0.534
H 0.547 -0.626 0.191
H -0.083 -0.028 -0.488
H 0.001 0.023 -0.289
H -0.108 -0.277 1.119
H -0.219 -0.374 0.138

The LUMO energy is -0.53 eV. As for the SMILES: C=S(=C)=N.N=C=N. The value obtained for the HOMO energy is -0.311 hartree. The value obtained for the relative energy (zero: lowest compared OMol25 entry of this formula, charge and spin) is 152.2 kcal/mol.



Number 1: total energy -4806.18690 Eh. Number 2: total energy -328.21623 Eh. Number 3: total energy -680.73973 Eh.